23
Properties=species:S:1:pos:R:3:lowdin_charge:R:1 method="wB97M-V/def2-TZVPD" de_lowest_ev=0.000 e_homo_ev=-7.72
C 1.182 1.087 2.531 -0.1064
C 0.143 0.163 2.652 -0.1067
C 0.283 -1.118 2.118 -0.1032
C 1.462 -1.476 1.462 -0.0984
C 2.501 -0.552 1.341 -0.1013
C 2.361 0.729 1.875 -0.1049
H 1.072 2.095 2.951 0.1032
H -0.784 0.444 3.168 0.1030
H -0.534 -1.845 2.213 0.1056
H 1.572 -2.484 1.042 0.1076
H 3.428 -0.833 0.825 0.1052
H 3.178 1.456 1.780 0.1036
C -1.763 0.855 -2.416 -0.3483
C -0.272 0.559 -2.394 -0.5642
S -0.020 -1.147 -2.974 0.4666
S -1.904 -1.853 -2.335 0.4676
C -2.460 -0.261 -1.652 -0.5667
H -2.131 0.890 -3.459 0.1150
H -1.974 1.837 -1.951 0.1185
H 0.305 1.218 -3.070 0.0795
H 0.142 0.676 -1.375 0.0730
H -2.225 -0.211 -0.572 0.0729
H -3.561 -0.230 -1.759 0.0788

---

25
Properties=species:S:1:pos:R:3:lowdin_charge:R:1 method="wB97M-V/def2-TZVPD" de_lowest_ev=0.641 e_homo_ev=-9.57
C -2.899 0.371 1.460 -0.1214
C -1.413 0.105 1.158 -0.2689
B -1.080 0.630 -0.303 -0.9025
Br -0.815 2.510 -0.483 0.7860
C -1.395 -0.150 -1.646 -0.2728
C -1.409 -1.676 -1.574 -0.1267
H -3.533 -0.162 0.755 0.0710
H -3.152 0.045 2.467 0.0706
H -3.123 1.434 1.383 0.0625
H -0.821 0.623 1.916 0.0875
H -1.219 -0.961 1.281 0.0919
H -0.705 0.154 -2.443 0.0910
H -2.383 0.187 -1.988 0.1026
H -1.658 -2.106 -2.542 0.0683
H -0.428 -2.048 -1.279 0.0543
H -2.138 -2.025 -0.847 0.0670
C 1.441 -0.020 -0.181 0.0014
C 2.130 1.033 0.463 -0.0943
C 3.511 0.944 0.666 -0.0589
C 4.224 -0.172 0.246 -0.1158
N 3.591 -1.192 -0.375 0.1235
C 2.377 -0.886 -0.448 0.0030
H 1.581 1.908 0.784 0.0599
H 4.030 1.754 1.151 0.1079
H 5.287 -0.298 0.380 0.1128

---

32
Properties=species:S:1:pos:R:3:lowdin_charge:R:1 method="wB97M-V/def2-TZVPD" e_homo_ev=-8.73
O -1.046 0.030 2.737 0.0868
C 0.096 0.375 2.981 -0.3057
C 0.687 0.421 4.298 0.0718
C 1.959 0.832 4.414 -0.2337
O 2.613 0.921 5.557 0.1175
C 2.795 1.251 3.216 -0.3120
O 3.932 1.614 3.464 0.1001
C 2.210 1.196 1.899 0.0741
C 0.938 0.782 1.783 -0.2213
O 0.290 0.685 0.638 0.1006
H 0.086 0.124 5.146 0.1352
H 3.507 1.252 5.329 0.1193
H 2.813 1.488 1.051 0.1357
H -0.611 0.361 0.846 0.1016
C 0.395 -1.854 -2.202 -0.0266
C 0.495 -0.374 -2.516 -0.4128
O 1.478 -0.122 -3.514 -0.0251
C -0.854 0.203 -2.918 -0.1444
O -1.609 0.404 -1.716 -0.0904
B -2.947 0.636 -1.767 -0.5011
P -4.298 -0.831 -1.636 0.5140
O -3.592 -1.993 -2.598 -0.4428
Br -3.393 -1.460 0.297 0.3439
H 1.292 -2.209 -1.698 0.0839
H -0.467 -2.051 -1.562 0.0755
H 0.267 -2.426 -3.124 0.0865
H 0.794 0.163 -1.617 0.1271
H 1.073 -0.141 -4.390 0.0904
H -1.367 -0.499 -3.586 0.1231
H -0.723 1.160 -3.430 0.1387
H -3.352 1.766 -1.870 0.0503
H -3.461 -1.702 -3.510 0.0396

---

23
Properties=species:S:1:pos:R:3:lowdin_charge:R:1 method="wB97M-V/def2-TZVPD" de_lowest_ev=0.016 e_homo_ev=-9.08
C 1.509 -2.295 0.180 0.0700
C 0.793 -1.162 0.095 -0.3386
C -0.678 -0.908 0.434 -0.1925
C -0.743 -0.001 1.673 -0.1221
C 0.468 0.994 1.569 -0.1928
C 0.934 1.344 0.167 -0.1371
C 0.761 0.060 -0.723 -0.3489
C -0.692 -0.125 -1.158 -0.6727
C -1.545 1.015 -1.670 -0.1160
Br -0.734 -1.656 -2.356 0.7723
H 1.036 -3.204 0.621 0.0831
H 2.497 -2.356 -0.146 0.0375
H -1.347 -1.753 0.374 0.1056
H -0.630 -0.749 2.408 0.0973
H -1.711 0.526 1.666 0.1167
H 1.416 0.599 2.086 0.1337
H 0.177 1.948 2.061 0.1081
H 0.250 2.105 -0.203 0.0912
H 2.070 1.618 0.077 0.1523
H 1.442 0.042 -1.542 0.1192
H -2.453 0.636 -2.177 0.0701
H -1.002 1.593 -2.493 0.1111
H -1.819 1.728 -0.941 0.0527

---

Values for total energy, eV, ordered as above
-31198.1002; -81750.2955; -103884.0106; -79583.8370
Values for gap between HOMO and LUMO, Ha, ordered as above
0.3107; 0.3271; 0.2710; 0.3632